Entry 1:
An isolated ion of composition C5H13N2S and charge -1, computed with ωB97M-V with the def2-TZVPD basis set.

spin multiplicity	1
total charge	-1
LUMO level	3.53	eV
orbital gap	5.6	eV
HOMO level	-2.1	eV
ΔE to the lowest compared entry with this formula, charge and spin	65.9	kcal/mol
structure (SMILES)	CN(C)C[C@H](N)C[S-]

Structure (XYZ):
```
21
C5H13N2S | the Open Molecules 2025 dataset | ωB97M-V with the def2-TZVPD basis set
S -1.16797 2.39530 1.95430
N 0.94996 0.09343 2.41485
N -0.00718 -0.49609 -1.01249
C -0.31241 -0.72233 0.41494
C -1.07908 0.26036 -1.77462
C 0.12531 1.76668 0.80734
C 0.53296 -1.80125 -1.52296
C 0.73044 0.36736 0.98208
H -0.60617 2.04855 -0.05052
H 0.12389 -0.14087 2.98134
H -1.50966 -0.50309 -2.51223
H -0.03166 -1.75190 0.87743
H -0.53964 0.81404 -2.49199
H 1.42418 0.82363 2.97970
H -1.37379 -0.54396 0.54753
H 0.83014 2.61334 0.78458
H -1.70664 0.88948 -1.09290
H 0.65559 -1.82361 -2.62553
H -0.13586 -2.65110 -1.18637
H 1.68890 0.22902 0.49120
H 1.40868 -1.86699 -0.96571
```

=====

Entry 2:
C40H46IMnN6O8S3 as an isolated structure, computed with ωB97M-V with the def2-TZVPD basis set.

spin multiplicity	6
total charge	+1
LUMO level (alpha / beta)	-2.54 / -2.54	eV
orbital gap (alpha / beta)	7.1 / 7.5	eV
HOMO level (alpha / beta)	-9.6 / -10.0	eV
ΔE to the lowest compared entry with this formula, charge and spin	17.4	kcal/mol

Structure (XYZ):
```
105
C40H46IMnN6O8S3 | the Open Molecules 2025 dataset | ωB97M-V with the def2-TZVPD basis set
I 0.05589 2.85188 1.91309
Mn 0.09424 0.93390 -0.45274
S -1.08498 -1.13788 3.81505
S -2.81163 -0.39576 0.91540
S -2.53022 3.02249 -1.92525
O 4.00749 1.80719 -6.53395
O 4.69766 0.02686 -7.53360
O -1.40132 2.31789 -1.23524
O 3.01106 -4.29086 -6.17936
O 1.14761 1.43321 -2.52009
O 1.94863 -4.43927 -4.31119
O -1.56288 -0.39333 0.06439
O 0.22011 -0.52810 -2.10795
N 2.47415 -3.80539 -5.21156
N 4.04364 0.60792 -6.69498
N 1.75525 -4.73160 1.43459
N 0.24436 -2.08104 5.90159
N 0.63072 -2.98406 -0.45200
N 1.53517 -1.32427 4.14098
C 3.71501 0.51214 2.35748
C 1.69208 -1.75876 -4.10425
C 2.49825 0.40038 -4.78570
C -3.68369 3.52185 -0.65497
C -3.42303 3.24362 0.67501
C 2.45870 -2.33489 -5.09736
C -5.42503 4.42449 1.28567
C 4.15616 0.92937 3.63981
C 0.31295 -1.52150 4.66424
C -3.13320 0.29019 -2.54924
C 0.63515 -2.62519 0.95178
C 4.51394 -0.36867 1.58841
C 1.77059 1.90702 2.64472
C -3.79816 -4.78882 1.47250
C -4.18375 0.03414 -0.19800
C 2.19883 2.29235 3.88123
C 1.99169 0.52618 0.54784
C 2.47382 0.97333 1.82253
C -2.62073 -3.06383 0.27312
C -3.18601 -2.12678 1.12326
C -2.93725 -4.40378 0.45284
C 1.82209 -3.72289 -0.80584
C -4.34079 -3.83788 2.32821
C -3.52108 1.74754 -2.81743
C 3.41064 1.78248 4.39492
C -4.79382 4.26736 -1.03084
C 1.82570 -5.03335 -0.04338
C -4.07067 -0.48796 -1.62324
C 0.96969 0.23896 -2.79742
C 3.23055 -1.59166 -5.96779
C -4.02957 -2.49767 2.16048
C -4.30137 3.69709 1.64987
C 3.22136 -0.22174 -5.78538
C 0.55497 -3.87958 1.78673
C 4.09201 -0.75863 0.35156
C 1.72091 -0.38289 -3.94279
C 2.75428 -2.00696 4.53457
C 2.84319 -0.31755 -0.13939
C 1.16883 -1.75325 6.98833
C -5.67112 4.70838 -0.05275
H 1.83380 -3.95216 -1.87178
H 1.60659 -0.76643 6.83631
H 3.75058 2.10139 5.37161
H -0.71383 -2.22184 6.17958
H 1.75551 -5.59659 1.97306
H 3.30741 -1.48377 5.31474
H 1.55775 -0.76634 3.29809
H 0.94273 -5.62461 -0.27981
H 2.55525 -0.68766 -1.11935
H -4.99828 -4.14107 3.13180
H -0.21092 -1.98894 1.19427
H -2.54858 2.66263 0.93809
H -0.33166 -4.46689 1.55138
H 2.53967 1.47185 -4.65238
H 1.96780 -2.48557 7.09348
H -5.07917 -0.48157 -2.04680
H 1.07587 -2.36646 -3.45973
H 2.59583 -4.20947 1.69529
H 5.47120 -0.68853 1.98499
H -2.10817 0.23550 -2.18659
H 2.75157 -3.17369 -0.57070
H 3.40132 -2.06930 3.66009
H -6.54027 5.28771 -0.33370
H -4.96922 4.51304 -2.07221
H -4.04549 -5.83411 1.60482
H 4.72001 -1.39707 -0.26100
H -3.34076 1.99513 -3.86267
H 2.52079 -3.01308 4.88789
H -2.51543 -5.14584 -0.21371
H 1.62977 3.00617 4.46086
H -4.10157 3.48212 2.69157
H -3.13267 -0.21963 -3.51433
H 0.60472 -1.73420 7.91733
H -1.92522 -2.75188 -0.49633
H -6.10735 4.78216 2.04504
H 3.81915 -2.05247 -6.74609
H -5.06685 -0.35763 0.31230
H 1.54353 -2.06726 1.23965
H -4.42355 -1.75154 2.84057
H 5.10851 0.56002 4.00377
H 2.72645 -5.61931 -0.21725
H 0.48196 -2.17289 -1.05047
H 0.59266 -3.66675 2.85404
H -4.56926 1.96299 -2.60211
H -3.75893 -1.53417 -1.61105
H -4.25246 1.12057 -0.16656
```

=====

Entry 3:
C12H32Li2N2O2 as an isolated structure, computed with ωB97M-V with the def2-TZVPD basis set.

spin multiplicity	2
total charge	+1
LUMO level (alpha / beta)	-2.37 / -7.08	eV
orbital gap (alpha / beta)	8.8 / 4.1	eV
HOMO level (alpha / beta)	-11.2 / -11.2	eV
ΔE to the lowest compared entry with this formula, charge and spin	0.0	kcal/mol

Structure (XYZ):
```
50
C12H32Li2N2O2 | the Open Molecules 2025 dataset | ωB97M-V with the def2-TZVPD basis set
O -0.13799 2.16417 2.02736
O 0.89653 3.89964 -0.17881
N -2.10422 1.82314 -0.66242
N 2.26895 -2.54681 0.38803
C 1.41927 -3.14671 -0.66442
C -1.78943 -0.55502 0.10199
C -3.16058 3.34356 1.04625
C 2.30787 -3.39691 1.59953
C 1.67837 -4.59198 -0.97199
C -2.97180 2.94916 -0.36096
C -1.94725 1.60641 -2.12824
C 3.25000 -2.96407 2.71077
C -2.79011 0.57268 -0.29340
C 2.03851 -1.11622 0.67281
C 2.29472 -0.12830 -0.46562
C -1.01745 2.60082 -2.80045
Li 1.04523 3.65834 1.72501
Li -0.34376 2.46549 0.17922
H -3.68886 4.29263 1.13730
H -1.20654 -1.03067 -0.68675
H 1.25686 -5.33925 -0.29967
H -0.07639 2.81653 -2.29451
H -2.19407 3.54521 1.50810
H -3.49686 0.24847 -1.05727
H -1.61735 0.59015 -2.34384
H 0.38554 -3.05190 -0.33200
H 1.31502 -3.46719 2.04384
H -2.56940 3.81786 -0.88205
H -2.26753 -1.43430 0.53371
H -1.48949 3.57827 -2.89978
H 2.55738 -0.80676 1.58007
H -3.66777 2.61875 1.68304
H 3.35226 -0.15047 -0.72871
H 1.91355 0.85235 -0.18078
H -3.43308 0.70415 0.57690
H 0.98635 -1.03312 0.94513
H 2.75701 -4.74478 -0.93611
H 1.77383 -0.45778 -1.36464
H 4.21734 -2.67224 2.30188
H 1.52676 -2.54028 -1.56375
H -2.93260 1.59662 -2.59418
H 1.35403 4.34813 -0.91643
H 1.38535 -4.80369 -2.00030
H 3.46242 -3.76546 3.41841
H 2.74984 -2.21263 3.32174
H -3.94498 2.96074 -0.85176
H -0.77013 2.34344 -3.83035
H -0.08205 1.31520 2.50761
H -1.07978 -0.32690 0.89726
H 2.58629 -4.42834 1.38334
```

=====

Entry 4:
C35H41F3N3O32PS2 as an isolated structure, computed with ωB97M-V with the def2-TZVPD basis set.

spin multiplicity	1
LUMO level	-2.77	eV
orbital gap	7.1	eV
HOMO level	-9.9	eV

Structure (XYZ):
```
117
C35H41F3N3O32PS2 | the Open Molecules 2025 dataset | ωB97M-V with the def2-TZVPD basis set
S -3.20127 1.55494 -3.65367
S -9.83056 1.87728 -5.28169
P -7.21932 -2.31972 -5.96217
F -1.85721 0.35251 -5.76840
F -0.62280 1.83411 -4.53851
F -2.36178 2.56347 -5.96080
O 8.75028 7.86427 2.38972
O 3.03775 0.77028 1.30218
O 7.32410 5.38200 5.01654
O 0.09353 -3.38286 6.11764
O 4.62169 6.72618 -1.52906
O 4.60588 -4.78253 4.24144
O -4.71120 0.89404 2.03968
O -1.70631 -3.00503 -3.36065
O -6.60893 -5.04294 -7.98998
O 4.07755 -2.71516 5.01641
O 5.53096 6.57685 4.37155
O -3.10228 -1.62293 -3.91576
O -7.05872 -6.01695 -5.99328
O 2.38306 0.67209 -0.86968
O 10.76380 6.87526 2.71590
O -0.78108 -3.48637 -0.04106
O 0.05311 -5.48656 5.32122
O -7.31798 -7.19414 -7.88737
O -6.88726 1.31657 1.56610
O 9.61265 7.66983 4.47433
O -7.17981 -3.46083 -4.89995
O -2.71237 0.82375 -2.39128
O -5.24631 2.04909 0.18600
O -1.80016 -4.18656 5.16955
O -1.52957 -5.62632 0.02713
O 6.16357 6.58731 6.54688
O -1.25423 -4.47917 1.94015
O -3.30805 3.02166 -3.23256
O 3.89006 4.58544 -1.41641
O 4.16849 5.77099 0.47549
O 4.35826 -3.04497 2.81048
O 0.86126 0.43040 0.76589
N -9.16759 0.31177 -5.58732
N -2.90130 -2.88616 -3.44443
N -8.59332 2.87625 -4.64035
C -4.89064 1.07223 -4.20231
C -6.96234 -5.99586 -7.34765
C -3.52100 1.01434 1.27266
C -7.77525 0.47464 -5.14909
C -6.66044 -0.65490 -5.22641
C -3.83665 2.13816 0.33474
C 3.75411 3.67392 -0.33576
C 2.17342 0.63711 0.47680
C 1.40664 -5.18912 5.63785
C -5.72457 1.41046 1.28991
C 11.63612 6.82158 3.83618
C 4.37009 -3.62341 4.04010
C -4.14911 -1.56570 -4.91296
C 6.32341 6.21717 5.41802
C -7.49002 1.93399 -4.61234
C 1.29198 -4.01044 6.54968
C 7.04031 5.00489 3.67660
C -6.01934 2.16719 -4.14214
C -5.19069 -0.37229 -4.74926
C -1.91786 1.55942 -5.03294
C 3.81854 -1.73997 2.96492
C -1.93593 -5.68019 2.27508
C -1.15314 -4.44167 0.58395
C -7.44643 -8.11347 -6.81277
C 9.62755 7.50370 3.12432
C 4.08685 -1.43073 4.40536
C -7.71707 -7.22358 -5.63883
C 3.49675 4.57114 0.83553
C -0.65899 -4.33768 5.50459
C -1.67821 -6.55867 1.09007
C 10.69749 6.91943 5.00016
C 4.26111 5.78318 -0.88521
C 6.17400 6.12386 3.18720
C 1.17265 0.25132 -1.48929
C 0.13851 0.55153 -0.45127
H 11.14472 7.42932 5.85483
H -8.51945 -2.27606 -6.55592
H 4.30597 -1.03632 2.28981
H 1.88920 -6.04110 6.11890
H 5.44127 5.79105 2.45005
H 3.32224 -0.78669 4.84265
H -2.66552 1.23350 1.91406
H 2.43306 4.78839 0.97134
H 3.89690 4.16569 1.76654
H 10.32746 5.94196 5.32363
H -3.34000 0.07038 0.74951
H -1.54430 -6.10384 3.20074
H 12.32960 7.66609 3.78497
H 7.96026 4.90563 3.09729
H -3.33823 2.02656 -0.63088
H 6.51882 4.04255 3.68276
H -5.74979 3.20779 -3.73917
H 12.20854 5.89261 3.83860
H -3.72692 -1.53927 -5.98958
H 2.74953 -1.77031 2.73493
H 2.93423 2.97902 -0.51557
H 2.14069 -3.33131 6.45904
H 1.94133 -4.95346 4.71355
H -7.31482 -7.62702 -4.70829
H -8.78342 -7.01858 -5.50534
H 5.06799 -0.97225 4.56000
H 1.00125 0.79729 -2.41824
H -2.50280 -7.24550 0.89248
H -0.25189 1.57070 -0.53098
H 6.75507 6.94752 2.76366
H -3.58734 3.11692 0.75619
H -8.25872 -8.81791 -6.99892
H -4.72357 -2.57450 -4.83245
H -2.99860 -5.45813 2.40793
H 1.24309 -0.81693 -1.71308
H -6.51021 -8.66995 -6.70969
H -0.69574 -0.15116 -0.47940
H -0.75265 -7.13383 1.18809
H -6.28994 -2.59307 -7.04560
H 1.18019 -4.30177 7.59842
H 4.68403 3.10726 -0.23229
```

=====

Question: Among the records above, which one has the highest spin multiplicity?
Answer: C40H46IMnN6O8S3

=====

Question: What is the spin multiplicity in the second record?
Answer: 6

=====

Copy entry 1 word for word.
An isolated ion of composition C5H13N2S and charge -1, computed with ωB97M-V with the def2-TZVPD basis set.

spin multiplicity	1
total charge	-1
LUMO level	3.53	eV
orbital gap	5.6	eV
HOMO level	-2.1	eV
ΔE to the lowest compared entry with this formula, charge and spin	65.9	kcal/mol
structure (SMILES)	CN(C)C[C@H](N)C[S-]

Structure (XYZ):
```
21
C5H13N2S | the Open Molecules 2025 dataset | ωB97M-V with the def2-TZVPD basis set
S -1.16797 2.39530 1.95430
N 0.94996 0.09343 2.41485
N -0.00718 -0.49609 -1.01249
C -0.31241 -0.72233 0.41494
C -1.07908 0.26036 -1.77462
C 0.12531 1.76668 0.80734
C 0.53296 -1.80125 -1.52296
C 0.73044 0.36736 0.98208
H -0.60617 2.04855 -0.05052
H 0.12389 -0.14087 2.98134
H -1.50966 -0.50309 -2.51223
H -0.03166 -1.75190 0.87743
H -0.53964 0.81404 -2.49199
H 1.42418 0.82363 2.97970
H -1.37379 -0.54396 0.54753
H 0.83014 2.61334 0.78458
H -1.70664 0.88948 -1.09290
H 0.65559 -1.82361 -2.62553
H -0.13586 -2.65110 -1.18637
H 1.68890 0.22902 0.49120
H 1.40868 -1.86699 -0.96571
```